C25H34MoNOSi | ωB97M-V/def2-TZVPD

```
! RIJCOSX wB97M-V def2-TZVPD def2/J DEFGRID3
* xyz 1 3
C 2.32721 -0.23361 2.17336
C 2.45294 -1.08096 1.03247
C 2.19621 -0.30313 -0.12517
H 2.72748 -2.13550 1.02874
C 1.77196 1.00215 0.29643
C 1.94945 1.08103 1.71535
H 1.44829 1.80256 -0.37280
C -1.30652 -2.30280 2.53797
C 0.03540 -2.56915 2.10513
C 0.05749 -2.49800 0.67819
H 0.84257 -2.91977 2.72491
C -1.24691 -2.03764 0.25108
C -2.09900 -2.00222 1.40295
H 2.19922 -0.63410 -1.16422
H 1.84147 1.97204 2.31088
H 2.55669 -0.48545 3.20547
H -3.18995 -1.88596 1.38592
H 0.79396 -2.87705 -0.02206
H -1.68467 -2.34468 3.56110
Mo 0.26738 -0.26500 1.33536
C -1.56242 -1.70049 -1.17773
C -3.09644 -1.53496 -1.23875
C -1.03538 -2.77896 -2.14298
H -3.50652 -2.50172 -0.89768
H -3.51801 -1.33469 -2.23853
H -3.44136 -0.76025 -0.51777
H -1.43568 -3.76062 -1.90165
H 0.05209 -2.90230 -2.12858
H -1.33943 -2.55004 -3.17251
C -0.74547 -0.42272 -1.50048
C -1.42354 0.93407 -1.35045
H -0.31853 -0.48728 -2.50491
H 0.20503 -0.38471 -0.88095
O -1.75225 1.33140 -0.20561
N -1.48017 1.69345 -2.57236
C -0.29399 2.53574 -2.97605
H -2.28375 2.31021 -2.57566
C 0.94743 1.76899 -3.33753
C 2.20057 2.30647 -3.01753
H 2.22238 3.28393 -2.53170
C 3.38736 1.64769 -3.35199
H 4.33608 2.13858 -3.13419
C 3.35415 0.39896 -3.97865
H 4.28599 -0.11447 -4.21686
C 2.11024 -0.15471 -4.29416
H 2.06817 -1.12615 -4.78614
C 0.91669 0.55187 -4.03092
H -0.04213 0.15929 -4.38952
H -0.05919 3.20479 -2.10491
H -0.59395 3.15573 -3.85717
C -0.01360 -0.04556 4.84038
Si -0.69050 0.91604 3.33796
C -2.56331 0.90012 3.31046
C -0.16365 2.72960 3.50609
H -0.41274 -1.06760 4.86272
H -0.28940 0.45724 5.77687
H 1.08103 -0.12558 4.80417
H -2.97865 1.50007 4.12942
H -2.93421 1.31643 2.36524
H -2.95679 -0.11506 3.40475
H -0.80053 3.26670 4.21961
H 0.87222 2.82514 3.85193
H -0.24854 3.25264 2.54325
*
```

orbital gap (alpha / beta): 6.65 / 7.71 eV
HOMO level (alpha / beta): -10.584 / -11.574 eV
max |F|: 4.99 eV/Å
LUMO (alpha / beta): -0.145 / -0.142 Ha
E_tot: -39739.8507 eV
ΔE to the lowest compared entry with this formula, charge and spin: 21.66 kcal per mole

Results of the natural (NBO) charge analysis, in e, for atoms 1 through 8:
1. C -0.232
2. C -0.208
3. C -0.193
4. H 0.265
5. C -0.316
6. C -0.282
7. H 0.276
8. C -0.177

C43H56Br2N5O2SbSi3Ti | ωB97M-V/def2-TZVPD

```
! RIJCOSX wB97M-V def2-TZVPD def2/J DEFGRID3
* xyz 2 1
Ti -0.14565 0.46742 0.20874
O 2.86818 -0.21343 2.98954
C 2.14011 -0.46641 4.10880
C 2.83392 -0.93101 5.22032
C 2.16080 -1.21437 6.39447
C 0.78281 -1.04611 6.48185
C 0.09417 -0.59295 5.37428
C 0.75596 -0.28858 4.18450
C -0.06796 0.20735 3.04179
O 0.32751 -0.27994 1.76343
N 0.02077 1.66353 2.86927
N -0.69391 1.98181 1.72178
C -1.40583 3.04683 1.68168
C -2.12094 3.43773 0.49863
Br -1.92351 2.20247 -0.94643
C -2.84750 4.54815 0.30434
C -3.20201 5.54231 1.31395
C -3.22181 6.88719 0.93406
C -3.53041 7.86666 1.86091
C -3.85879 7.51174 3.16274
C -3.88771 6.17456 3.53721
C -3.55948 5.19193 2.61976
H 2.27911 -0.11715 2.23109
H 3.90449 -1.06423 5.13895
H 2.71538 -1.57766 7.24948
H 0.25721 -1.27992 7.39704
H -0.98446 -0.48316 5.41769
H -1.10807 -0.10505 3.19615
H -0.28239 2.18019 3.69143
H -1.45947 3.70818 2.54273
H -3.19778 4.74547 -0.70436
H -2.98022 7.16224 -0.08526
H -3.52901 8.90677 1.56571
H -4.11718 8.27760 3.88134
H -4.18635 5.89913 4.53947
H -3.64732 4.14871 2.89857
C 2.73775 -0.04763 -3.65309
Sb 0.81160 0.50762 -2.89912
C 1.52004 0.59932 -0.75018
C 2.49677 -0.47126 -0.35635
C 2.10205 -1.76324 -0.01232
C 3.05201 -2.65757 0.45437
C 4.37385 -2.25814 0.52277
C 4.68907 -0.97040 0.11249
N 3.77941 -0.09606 -0.30606
Si 2.37374 2.38717 -0.59706
C 3.65411 2.68263 -1.92089
C 3.03801 2.60776 1.12580
C 1.10497 3.74247 -0.89265
C -0.34153 -1.37825 -3.13016
C -1.26150 -1.67452 -1.99522
C -2.20882 -2.70521 -2.13014
C -3.17642 -2.94674 -1.18502
C -3.23764 -2.14596 -0.04788
C -2.29181 -1.17191 0.06697
N -1.31536 -0.93625 -0.84929
Si -1.54297 -0.76700 -4.58241
C -2.81481 0.37523 -3.81248
C -0.63054 0.22963 -5.88080
C -2.45587 -2.13418 -5.47079
Si 0.65598 -2.92553 -3.78423
C 1.26322 -2.61928 -5.52900
C -0.34455 -4.51146 -3.86305
C 2.10040 -3.42198 -2.70434
H 3.47977 0.25347 -2.91811
H 2.89801 0.50481 -4.57785
H 2.82848 -1.10933 -3.83961
H 1.06993 -2.07959 -0.12025
H 2.76446 -3.66194 0.73961
H 5.14851 -2.92482 0.87354
H 5.71469 -0.62072 0.12773
H 4.48291 1.98111 -1.87329
H 4.04616 3.68763 -1.73726
H 3.23950 2.68953 -2.93085
H 3.86057 1.93249 1.35043
H 2.27101 2.47998 1.89245
H 3.41049 3.63340 1.20475
H 0.57475 3.64933 -1.84192
H 1.69280 4.66390 -0.94792
H 0.38237 3.89075 -0.09134
H -2.18109 -3.30591 -3.02082
H -3.88800 -3.74851 -1.33384
H -3.97482 -2.28973 0.72679
H -2.28586 -0.54379 0.95674
H -2.37740 1.34428 -3.56464
H -3.30758 -0.03481 -2.92746
H -3.59537 0.56600 -4.55332
H -0.23745 1.18350 -5.52491
H -1.37731 0.47374 -6.64281
H 0.16719 -0.31128 -6.38309
H -3.17342 -2.67233 -4.85207
H -1.80508 -2.85691 -5.96160
H -3.03221 -1.63978 -6.25833
H 0.45523 -2.65341 -6.26106
H 1.93748 -3.44649 -5.76813
H 1.82037 -1.69768 -5.68417
H -1.23363 -4.48380 -4.49186
H -0.61844 -4.89549 -2.87922
H 0.33210 -5.24723 -4.30840
H 2.80704 -2.64475 -2.42613
H 2.64922 -4.18439 -3.26547
H 1.74544 -3.90018 -1.78977
Br -0.00687 -5.04982 6.68941
C -0.57935 -4.15234 5.14265
C -1.89158 -3.72394 5.02734
C -2.24938 -3.03691 3.87848
N -1.40943 -2.75933 2.87941
C -0.15732 -3.20013 3.01308
C 0.31026 -3.89924 4.11297
H -2.61462 -3.91466 5.80743
H -3.27099 -2.68873 3.76365
H 0.52364 -2.96434 2.20233
H 1.34105 -4.21893 4.17122
*
```

orbital gap: 6.47 eV
HOMO level: -12.819 eV
max |F|: 0.31 eV/Å
LUMO: -0.233 Ha
E_tot: -250406.0452 eV
ΔE to the lowest compared entry with this formula, charge and spin: 15.63 kcal per mole

Results of the Löwdin charge analysis, in e, for atoms 1 through 8:
1. Ti 0.809
2. O 0.070
3. C -0.246
4. C 0.010
5. C -0.049
6. C -0.075
7. C -0.041
8. C -0.126